C23H23HfPSb | ωB97M-V/def2-TZVPD

Output
* gap between HOMO and LUMO (spin up / spin down): 5.31 / 5.37 eV
* DFT total energy: -41343.0237 eV
* total charge: +1

Geometry (Å):
C 2.98 -0.85 -0.24
C -1.64 -1.29 0.68
C -1.41 2.78 3.31
C -0.10 1.60 1.66
P -0.44 3.42 -2.41
H 1.24 4.67 2.24
H -0.40 0.94 -4.65
C -0.79 -1.28 -5.04
H 1.47 -0.76 2.83
H 0.97 -2.64 -2.52
H -1.19 4.44 -1.67
H 5.09 -1.13 -0.57
C 3.59 -1.03 2.49
H -5.04 -1.47 0.58
C -2.95 -0.90 0.45
C 1.96 -0.69 0.72
H 5.65 -1.25 1.86
C -1.34 -2.56 1.19
C -1.18 1.63 2.54
H 1.19 0.06 -2.88
C -0.55 -0.10 -4.27
H 0.95 3.87 -2.28
H 3.81 -1.11 3.55
H 2.73 -0.81 -1.31
C -2.40 -3.43 1.53
H -4.54 -3.71 1.57
C 4.61 -1.12 1.54
H -2.26 2.81 3.99
C 2.27 -0.83 2.08
H -0.30 -3.45 -4.79
H 1.62 2.64 0.85
H -3.20 0.10 0.02
C -4.00 -1.78 0.76
H -2.18 -4.41 1.95
C -0.54 3.88 3.20
C 0.27 -0.53 -3.01
C 0.45 -2.03 -3.24
C 0.78 2.68 1.56
H -1.86 0.77 2.60
Sb 0.06 0.05 0.17
C -3.73 -3.03 1.31
H -1.42 -1.31 -5.93
C 4.30 -1.04 0.18
H -0.71 3.86 -3.78
H -0.30 -2.86 1.34
C 0.55 3.82 2.33
H -0.72 4.77 3.79
Hf -1.18 1.04 -1.88
C -0.20 -2.43 -4.41